--- 1 ---
DFT (ωB97M-V/def2-TZVPD) results for a molecular structure, C47H58BF2NO8SeTa.

The total charge is +1.

Cartesian coordinates (Å):
O1 -0.6853 3.5081 3.2971
H1 1.9779 -4.1062 3.3375
C1 3.6613 -3.5623 0.3683
C2 -3.9079 -3.6054 4.5065
C3 -5.8810 -2.2555 3.8260
H2 3.4740 -3.0691 -0.5879
H3 -0.1485 -1.8056 -4.3352
C4 2.2260 -1.9208 1.6611
H4 3.8093 -4.6241 0.1696
C5 -2.0509 0.4831 2.0646
C6 4.6091 0.9024 -4.1620
H5 5.6882 -0.9044 -4.6784
H6 4.9517 0.9343 -1.4673
H7 3.7948 2.0706 -5.8163
H8 -0.2857 1.0568 4.0934
C7 1.6206 0.7229 2.2296
H9 -3.5069 4.0671 -0.5577
C8 1.4451 2.2179 -2.4175
H10 5.6365 2.8209 -4.2163
C9 2.9665 -0.8825 1.1102
C10 -2.8762 -0.2100 -1.6523
Ta1 -0.2621 3.0084 1.1876
H11 3.1485 0.4211 -5.7124
C11 -3.6332 -1.6392 2.9294
H12 -2.0492 5.0960 -0.6106
C12 -4.5235 -2.8014 3.3609
C13 1.9738 2.6272 3.6497
H13 0.5946 -2.3691 2.9872
C14 -2.1626 -1.7798 -3.4951
H14 -3.6978 2.1790 0.6246
F1 -3.0206 3.8609 4.1422
C15 3.6108 1.3468 -3.0966
O2 -1.6831 3.0658 -0.4992
C16 4.9746 -0.5702 -3.9234
H15 -0.0029 2.9024 -3.8176
H16 3.3073 2.5039 1.2151
C17 0.0610 2.7143 -2.7453
H17 5.4324 -0.7195 -2.9444
C18 3.4738 1.5479 0.7172
O3 -0.2485 4.9254 0.6332
H18 4.0885 -1.2051 -3.9853
H19 -0.1788 -0.5954 4.6691
H20 -3.8353 -1.1241 -4.7247
H21 -0.4518 0.3764 -3.9227
H22 1.3989 -5.0236 0.4229
C19 -3.5907 -1.9346 -4.0359
H23 -3.6841 -2.8795 -4.5736
H24 1.4756 2.2764 4.5503
H25 -4.5742 -4.4277 4.7685
H26 -3.7759 -4.1437 1.8178
Se1 1.2022 6.2481 2.5340
C20 -4.0402 -0.8082 1.8831
C21 -1.1172 0.5214 -3.0818
C22 3.0981 1.6599 -0.7359
H27 0.3679 -3.9304 1.3478
C23 -1.6167 -0.2966 3.1238
H28 2.9890 -5.2038 2.4002
H29 -5.3661 -4.5821 2.4581
H30 4.5383 1.3254 0.7947
H31 1.9276 3.7098 3.5959
H32 -4.7190 0.8895 0.0125
H33 -6.5218 -3.0775 4.1498
C24 -2.7918 0.9511 -0.9012
C25 4.0412 1.0349 -5.5754
H34 -2.9454 -4.0376 4.2251
B1 -2.0789 4.0964 3.2394
C26 -1.8545 -2.9264 -2.5200
C27 2.6809 0.4505 1.3860
C28 -0.2899 0.0145 3.7722
H35 -1.3660 -1.0796 -5.4030
H36 -5.7556 -1.5683 4.6643
C29 2.8037 -4.1526 2.6267
H37 3.0089 2.2928 3.6302
O4 0.9273 2.4607 -0.1216
C30 -1.1866 -1.8672 -4.6686
H38 -1.3155 -2.8247 -5.1740
H39 -3.6140 -0.9480 -1.3592
H40 -0.1143 3.6647 -2.2403
O5 0.9627 4.8026 1.4179
H41 -4.3302 -1.9339 -3.2345
O6 -0.9777 4.9741 3.4573
H42 4.5911 -3.1730 0.7875
H43 -2.5209 4.1482 -2.0470
C31 -3.6967 1.1396 0.2964
C32 1.8331 2.1104 -1.0918
H44 -4.9928 -0.9846 1.3971
H45 -1.9179 -3.8836 -3.0403
H46 -5.2127 -3.2368 1.3298
H47 2.0282 1.9127 -4.4359
H48 -2.5587 -2.9495 -1.6870
H49 -6.3986 -1.7242 3.0266
H50 -2.0689 -1.9545 4.3714
C33 3.9646 1.2827 -1.7478
C34 0.8682 -0.2723 2.8396
C35 -0.9917 1.7014 -2.3558
C36 -2.5023 4.1745 -0.9604
C37 -2.4160 -1.3539 3.5412
F2 -2.4912 3.9563 1.8978
C38 1.1900 -1.5855 2.5327
C39 2.7037 6.7759 1.6000
O7 1.3085 2.0881 2.4792
C40 2.4886 -3.3876 1.3338
N1 3.6561 7.1062 1.0440
C41 2.3413 1.8246 -3.4040
C42 -2.0434 -0.4574 -2.7432
H51 -0.8478 -2.8248 -2.1091
H52 3.6926 -3.7460 3.1120
C43 1.2295 -3.9766 0.6801
C44 -3.2706 0.2546 1.4411
H53 0.9787 -3.4346 -0.2341
C45 -1.8255 1.8774 -1.2663
C46 5.8742 1.7669 -4.0637
H54 6.5923 1.4639 -4.8274
H55 4.7870 0.6974 -6.2957
O8 -1.2426 1.4928 1.6272
H56 -3.7701 -2.9948 5.4008
H57 6.3587 1.6663 -3.0919
C47 -4.7305 -3.7444 2.1665
H58 3.7819 -1.0925 0.4306

Atomic partial charges in e from the Mulliken method, atoms 1 to 8: number 1, O, carries -0.4489; number 2, H, carries 0.3045; number 3, C, carries -2.2354; number 4, C, carries -2.0683; number 5, C, carries -1.7144; number 6, H, carries 0.4383; number 7, H, carries 0.4091; number 8, C, carries -0.2578

---

--- 2 ---
DFT (ωB97M-V/def2-TZVPD) results for a molecular structure, C47H58BF2NO8SeTa.

The total charge is +1.

Cartesian coordinates (Å):
C1 0.3414 -3.1555 -0.8727
H1 0.4300 6.8566 -1.0130
H2 0.0772 0.1198 -7.0541
C2 4.5876 -3.2865 -1.0733
H3 -5.2055 1.9882 -0.2587
H4 5.5983 -4.3648 1.1610
C3 -2.3657 1.6469 2.6320
H5 4.3334 -2.4295 -1.7005
H6 -1.6645 -5.3037 0.3730
C4 1.5802 4.3483 -0.9086
H7 2.0259 3.5001 -0.3849
H8 -3.4818 0.9315 -2.2974
C5 2.4742 -3.1659 0.3236
H9 0.4484 2.2750 6.4773
C6 2.2229 1.6999 -4.8377
C7 -1.1937 3.1550 -1.2030
C8 -0.2795 6.0304 -0.9442
C9 1.4466 0.5014 -5.4014
H10 -1.3934 -3.3724 -2.1242
H11 5.5747 -1.8089 0.9530
O1 -4.9320 -1.4242 0.9522
H12 4.1462 -5.2944 0.7772
C10 4.5075 -4.3438 1.1734
H13 -0.6888 1.8461 -4.4017
H14 1.4949 6.1962 1.0751
C11 1.7746 -3.1374 1.5283
C12 1.7362 -3.1532 -0.8517
H15 -3.2924 1.0764 2.6142
O2 -3.6203 0.7305 0.1456
H16 1.4055 1.2176 -7.4460
C13 -0.3665 -1.6320 -2.7598
H17 -0.7042 3.6236 2.0920
H18 4.2548 -4.1946 -1.5798
C14 -6.1709 -2.8106 -2.1286
H19 3.3371 -0.5340 4.9015
H20 2.2454 -3.1259 -1.8058
F1 -7.8477 -0.3323 -2.2296
H21 2.3179 -3.0860 2.4643
C15 -1.2607 0.7620 3.1353
C16 0.6950 0.9323 -6.6680
C17 -2.0441 2.2035 1.2623
H22 3.1384 -0.2012 -6.5296
O3 -3.1159 -4.4735 -0.8819
H23 0.0484 1.7911 -6.4846
H24 1.3365 4.0260 -1.9221
C18 1.8077 0.9415 5.4033
Ta1 -3.1241 -1.4475 0.2802
C19 -2.1311 2.1346 -1.1682
C20 2.5228 2.0890 4.6775
H25 -0.3096 2.2506 4.3161
O4 -3.4516 -3.1276 -1.3233
N1 -6.7298 -3.8011 -1.9622
C21 -2.5451 1.4660 -2.4544
H26 1.3881 -1.6656 4.5305
C22 -2.3572 -4.4677 0.4222
H27 -5.5842 0.5717 0.7792
H28 3.6213 0.3466 6.3993
H29 1.8407 2.9098 4.4503
C23 2.8475 -0.1110 5.7818
B1 -6.6092 0.0244 -2.4083
H30 1.2792 4.6050 1.7952
C24 0.3906 -3.1373 1.5760
C25 -0.2795 1.2132 4.0023
H31 -4.6956 1.9616 1.4472
C26 -1.4633 0.5307 -2.9233
H32 0.1351 -3.6841 -2.9261
H33 2.9621 1.7460 3.7383
C27 -0.3044 -1.4657 3.2589
C28 0.5140 -1.2375 -3.7638
O5 -1.7247 -3.2588 0.4628
H34 -0.0571 5.7679 1.7886
H35 2.4107 -0.9281 6.3594
H36 2.7696 1.4234 -3.9340
C29 0.7230 0.3729 4.4887
H37 4.1901 -4.2681 2.2137
H38 -1.1818 6.3968 -0.4514
C30 -0.2827 -3.1971 0.3631
H39 0.1414 -3.5004 3.6780
C31 0.3432 4.8674 -0.1613
C32 0.6681 -0.9664 4.1253
C33 -0.3334 -2.9237 2.8840
H40 -2.5052 2.4650 3.3401
H41 3.3237 2.4889 5.3018
H42 -2.7285 2.2126 -3.2277
C34 1.1581 1.4737 6.6875
H43 -0.5467 5.7368 -1.9602
Se1 -5.1303 -1.3124 -2.4210
F2 -6.2400 1.2818 -2.5187
C35 -0.3636 -3.0365 -2.2039
H44 4.1446 -1.7375 1.9835
H45 5.6751 -3.3271 -1.0041
H46 -1.3661 -3.2635 2.8109
H47 2.9423 2.0652 -5.5732
C36 4.4838 -1.8447 0.9517
C37 -4.8682 1.3573 0.5627
O6 -2.0338 -1.0157 -1.2163
H48 2.3312 5.1370 -0.9822
O7 -4.2818 -2.7299 1.1755
C38 -0.6758 3.7351 -0.0492
H49 3.0424 -0.9130 -4.9241
C39 4.0013 -3.1647 0.3321
H50 -0.8493 3.4917 -2.1740
C40 0.7829 5.3810 1.2080
H51 -3.1059 -4.5391 1.2075
O8 -2.1026 -0.9620 1.7648
H52 0.6234 0.6796 7.2115
C41 -1.2100 -0.5647 2.7327
C42 2.4470 -0.5884 -5.7802
H53 1.2455 -1.9567 -4.1094
H54 4.1146 -0.9884 0.3842
H55 -3.9956 -4.8836 -0.7586
H56 1.9192 1.8731 7.3603
H57 1.9545 -1.4636 -6.2090
C43 0.4509 0.0257 -4.3442
C44 -1.2927 -0.7022 -2.3131
C45 -0.5718 0.8776 -3.9284
H58 1.5538 2.5252 -4.5875
C46 -1.1079 3.2304 1.1682
C47 -2.5611 1.6966 0.0785

Atomic partial charges in e from the Mulliken method, atoms 1 to 8: number 1, C, carries -0.1930; number 2, H, carries 0.4643; number 3, H, carries 0.3816; number 4, C, carries -2.2053; number 5, H, carries 0.2618; number 6, H, carries 0.4723; number 7, C, carries -1.4594; number 8, H, carries 0.4114

---

Pick 1: it beats the second-best structure by 42.1 kcal/mol.

---

--- 1 ---
DFT (ωB97M-V/def2-TZVPD) results for C18H23N3O2S in the gas phase.

The SMILES is Cc1cc(C=C2C(=O)N(C)C(=S)N(C)C2=O)c(C)n1C1CCCC1. The total charge is 0.

Cartesian coordinates (Å):
H1 2.3378 -1.6018 -0.8390
H2 1.9568 0.7076 1.4507
H3 0.6932 1.9693 1.6119
H4 0.4574 0.3328 2.2411
H5 -3.1380 4.0472 1.5927
H6 -1.4957 2.4638 -2.9587
C1 -0.6424 -2.3562 3.8301
C2 -3.5592 3.5231 0.6356
H7 -1.6705 -2.1329 3.4644
H8 -5.1025 1.8387 0.7500
C3 -0.0070 -0.2917 -2.0062
N1 0.2781 -2.8381 2.8279
H9 -2.7243 1.2155 -2.9029
C4 0.5497 -0.5691 -0.7071
C5 -1.8242 2.0039 0.1968
H10 3.8249 -4.8496 3.5416
C6 1.1330 -2.5893 0.6283
C7 -2.4285 3.2996 -0.3305
N2 -0.7455 1.3449 -0.5825
C8 1.3680 -1.6273 -0.3361
H11 -3.2259 0.4564 -0.1610
C9 -2.9747 1.1394 0.6194
H12 4.2551 -4.8551 1.8144
O1 2.8650 -4.0439 -0.0005
H13 -0.2577 -1.3235 4.2346
H14 -0.8426 -3.0742 4.6865
C10 0.0332 -2.5855 1.4893
H15 -4.3772 4.1355 0.1748
C11 -0.8307 0.7914 -1.8591
H16 -2.5670 0.5168 1.4348
C12 0.8897 0.9111 1.3857
C13 2.1546 -3.5679 0.8932
O2 -1.0511 -2.1992 1.0944
H17 -1.7229 4.1470 -0.3057
H18 -1.3769 2.3156 1.1263
C14 -4.0957 2.1248 1.0642
H19 -2.7702 3.1827 -1.3602
C15 0.1783 0.5302 0.0798
C16 1.5309 -3.2984 3.1795
C17 3.8658 -4.2187 2.6333
N3 2.5207 -3.6839 2.2789
H20 4.4850 -3.3377 2.7671
H21 0.1328 -0.9647 -2.8633
S1 1.8408 -3.4353 4.7619
H22 -1.3052 0.9398 -3.8174
H23 -4.2512 2.1642 2.1186
C18 -1.6677 1.4404 -2.9518

Atomic partial charges in e from the Mulliken method, atoms 1 to 8: number 1, H, carries 0.4405; number 2, H, carries 0.4093; number 3, H, carries 0.4684; number 4, H, carries 0.1967; number 5, H, carries 0.2769; number 6, H, carries 0.4004; number 7, C, carries -1.0726; number 8, C, carries -0.4484

---

--- 2 ---
DFT (ωB97M-V/def2-TZVPD) results for C18H23N3O2S in the gas phase.

The SMILES is CN1C(=O)CSc2ccc(NC(=O)NCCC3=CCCCC3)cc21. The total charge is 0.

Cartesian coordinates (Å):
H1 -1.4767 -2.5443 -2.0943
C1 -4.8300 -3.6912 -1.1430
C2 -5.6611 -4.8282 -1.6511
N1 -1.3217 -0.7314 -1.1148
N2 2.6381 3.4305 1.9209
C3 2.1577 2.5159 0.9756
C4 -4.9815 -6.1728 -1.4094
H2 -1.9780 -2.9248 0.3516
C5 -2.7912 -5.0845 -0.9280
H3 0.0975 2.8819 1.4319
C6 -1.9143 0.4745 -0.9016
H4 4.1947 1.2169 2.6169
N3 -1.1070 1.4544 -0.3427
H5 -6.6420 -4.8081 -1.1693
C7 -3.5486 -3.7897 -0.8181
C8 3.0254 1.7902 0.1488
H6 5.6745 2.2171 2.5783
H7 -5.4912 -6.9566 -1.9729
C9 2.5166 1.0004 -0.8700
C10 0.2738 1.5381 -0.2121
C11 -3.5163 -6.0876 -1.8200
H8 -0.4768 -0.9346 -0.6030
H9 -5.3329 -2.7371 -1.0623
H10 -5.8299 -4.6855 -2.7243
H11 -2.9058 -1.4858 -2.1798
S1 4.7693 1.8914 0.3936
H12 -3.4533 -5.7606 -2.8600
H13 1.3330 4.9738 1.3877
H14 -5.0419 -6.4259 -0.3488
H15 -2.6697 -5.5065 0.0758
H16 1.0430 4.2785 3.0066
O1 4.2826 4.2027 3.2651
H17 -3.0401 -7.0672 -1.7437
O2 -3.0720 0.7223 -1.1597
C12 1.1563 0.8820 -1.0705
H18 0.7838 0.3081 -1.9028
H19 3.2089 0.4895 -1.5204
H20 -1.6355 2.2574 -0.0306
C13 -2.7609 -2.6007 -0.3397
C14 3.8649 3.3493 2.5124
H21 2.4535 5.3121 2.7317
C15 -2.1187 -1.8659 -1.5265
C16 1.8056 4.5628 2.2786
H22 -1.7884 -4.8920 -1.3185
C17 0.7890 2.3593 0.7905
H23 -3.4146 -1.8970 0.1781
C18 4.6639 2.1067 2.1907

Atomic partial charges in e from the Mulliken method, atoms 1 to 8: number 1, H, carries 0.3447; number 2, C, carries -0.5586; number 3, C, carries -0.6521; number 4, N, carries -0.0965; number 5, N, carries 0.0761; number 6, C, carries -0.2234; number 7, C, carries -0.7200; number 8, H, carries 0.3497

---

Pick 2: it beats the second-best structure by 73.4 kcal/mol.